A structure of composition C46H84BHgO50 in a non-equilibrium geometry, computed with the ωB97M-V functional and the def2-TZVPD basis.

Max |F| in eV/Å: 2.9
E_LUMO in eV: -5.3
Energy above the lowest of the compared OMol25 structures with the same formula, charge and spin in eV: 0.000
Frontier orbital gap in eV: 5.6500
HOMO energy in eV: -10.92
Total charge: +1

Geometry (Å):
Hg: 2.0000 -5.1370 -1.5887
O: 1.3716 3.8067 -4.0378
O: -1.1489 -6.7347 0.4787
O: 1.9886 0.0713 0.9203
O: -1.8968 1.5962 -0.9998
O: -3.1226 5.1959 -6.2614
O: 0.8241 -1.6679 -0.0794
O: -2.3839 6.1416 5.0791
O: 3.1262 2.4134 -3.8456
O: -2.8267 4.8372 3.4424
O: 0.0924 0.6107 -0.6123
O: 0.8647 -1.1298 -6.0211
O: 5.2339 -2.6485 -3.0410
O: 2.5356 -3.0318 -0.4642
O: 4.0537 -0.7768 0.6116
O: 2.6820 -5.4483 2.2511
O: 1.8817 3.0462 -2.0820
O: 3.9326 -2.7954 -4.7739
O: 0.7293 5.5157 1.5096
O: -5.0245 -2.4069 -1.7957
O: -6.3272 0.7485 -0.1513
O: -0.8124 0.3477 -5.8295
O: 4.8488 -5.5577 1.9145
O: 0.4183 -5.2354 0.1631
O: -1.3600 -4.7964 1.4832
O: 0.5732 0.1713 -4.1900
O: -1.1447 -2.2208 6.5887
O: 8.4700 2.7741 3.6697
O: 2.3974 4.2025 4.8034
O: -1.2111 6.0132 2.5009
O: 0.2603 -2.2215 4.8400
O: -7.6116 -0.5748 -1.2475
O: 3.2503 -3.7131 -2.8989
O: 6.6303 1.8046 3.1211
O: -4.8839 -1.7398 0.2149
O: -0.9221 -2.1577 -2.3828
O: -0.3523 -0.2110 1.5000
O: 0.1468 -4.0832 -2.3119
O: 2.2889 2.0842 5.6019
O: -1.2284 4.6664 0.8182
O: -4.3918 3.3839 -5.8568
O: -0.4560 -4.1139 5.6237
O: -2.4000 3.7273 -4.8711
O: 8.4649 1.4028 1.8720
O: -2.4347 0.6264 1.7071
O: -7.0056 1.3764 -2.1919
O: 3.4206 -5.5423 0.1888
O: 1.5249 2.4746 3.6648
O: -1.8957 -3.9585 -3.2205
O: -4.3428 5.0384 5.0785
O: -4.3709 -3.9115 -0.2528
C: -0.4687 5.4045 1.6142
C: -1.9828 -5.3777 -3.2639
C: -5.3034 1.7299 -0.1215
C: 7.9164 1.9319 2.7931
C: 0.2665 -0.2807 -5.4170
C: 2.1078 3.0507 4.6977
C: -0.9608 -3.4667 1.7232
C: 1.5802 3.0315 2.3658
C: -0.7208 4.1431 -0.3832
C: -2.5281 2.5221 -4.1244
C: -0.5784 6.8514 3.4303
C: -4.6726 -2.7868 -0.5617
C: 4.8401 -1.9946 -5.5185
C: 2.0702 -1.9719 -0.1154
C: 1.6261 4.0865 -5.3947
C: -3.3997 4.0424 -5.6901
C: 2.7137 2.3078 -1.1868
C: -6.9818 0.5821 -1.2889
C: -5.2832 -3.2583 -2.8872
C: -2.5651 6.7538 6.3559
C: 2.5949 2.4299 6.9687
C: 0.2899 -0.7983 4.7537
C: 5.5661 -2.8009 -1.6599
C: 3.6604 -5.5157 1.3826
C: -1.4091 -0.1361 -7.0365
C: -4.0544 5.7838 -7.1467
C: -1.1551 0.9512 -0.3260
C: -1.4164 0.4588 1.1061
C: 1.6408 -0.4645 -3.5323
C: -0.8326 -3.4372 -2.6311
C: -3.2710 5.2998 4.5847
C: -0.6812 -5.5122 0.5970
C: 2.8638 -0.8073 0.5005
C: 6.0148 -5.8202 1.1317
C: -2.5177 -7.0170 0.7759
C: -0.4720 -2.8005 5.7787
C: 9.7780 3.1880 3.2950
C: -2.0467 -1.3861 -2.8800
C: 4.0896 -3.0819 -3.5065
C: -3.6165 3.9765 2.6616
C: 2.8501 -5.1435 3.6262
C: -0.8229 -4.9278 6.7078
C: 2.2100 3.0275 -3.3609
C: -8.5965 -0.7994 -2.2435
C: 5.8716 0.8831 2.3450
C: -4.5621 -1.8998 1.5993
B: 0.6344 -0.2856 0.4388
H: -0.4278 5.0191 -0.9748
H: 0.1256 -3.3579 1.8449
H: -0.3403 7.8487 3.0544
H: -0.2716 -0.4778 3.8794
H: -1.2780 -2.7405 0.9768
H: -3.5278 -1.6118 1.7802
H: -0.2332 -4.7117 7.6055
H: 10.2030 3.9197 3.9760
H: 0.3624 6.4813 3.8417
H: -3.0233 3.5218 1.8738
H: 3.5140 3.0100 7.0398
H: 6.1178 -0.1510 2.5731
H: -2.8564 -6.6706 1.7470
H: 0.2105 3.5757 -0.3573
H: -3.0023 2.7451 -3.1718
H: -4.7040 -2.9381 1.8976
H: -4.4961 1.5307 -0.8255
H: 2.6064 2.6593 -0.1659
H: 6.5465 -4.8898 0.9469
H: -4.8637 6.2336 -6.5650
H: -4.4982 4.4710 2.2518
H: -5.3133 -2.6082 -3.7587
H: -5.2307 -1.2783 2.1876
H: 1.7391 -1.5314 -3.7359
H: -6.2029 -3.8135 -2.7047
H: 5.7773 -6.3291 0.1989
H: 1.3417 -0.5281 4.6902
H: 1.9971 -5.4762 4.2053
H: 4.8298 1.1505 2.4969
H: -1.4932 -5.6990 -4.1851
H: -1.2342 -3.2417 2.7561
H: -9.0125 0.1612 -2.5431
H: 5.7316 -2.5990 -5.6853
H: -0.6610 -5.9860 6.5167
H: -1.8184 -0.7320 -3.7213
H: 2.5987 3.0945 1.9805
H: -3.1923 -6.7231 -0.0292
H: 6.6494 -6.4880 1.7100
H: -1.7307 7.4321 6.5076
H: -1.6544 -5.9329 -2.3868
H: -4.8287 1.7240 0.8581
H: 5.0557 -2.0112 -1.1124
H: -4.0180 3.1381 3.2379
H: -4.4873 -3.9804 -3.0878
H: 0.7935 4.6430 -5.8134
H: -4.4893 5.0633 -7.8364
H: 2.3792 1.2728 -1.2740
H: 1.1559 4.0328 2.4001
H: -1.5351 2.0944 -3.9968
H: 2.7364 1.4600 7.4366
H: -0.1526 -0.2871 5.6090
H: 9.8794 3.5747 2.2815
H: 3.7628 2.3365 -1.4825
H: 2.5239 4.7094 -5.4503
H: 1.8386 3.2293 -6.0362
H: 0.9829 2.4299 1.6851
H: -2.5812 -8.1061 0.7465
H: -1.4228 3.5960 -1.0063
H: -3.4624 7.3689 6.2761
H: 3.0465 -4.0794 3.7800
H: -3.6009 6.6286 -7.6592
H: -2.9203 -1.9590 -3.1613
H: 3.7840 -5.5910 3.9780
H: 6.6521 -2.7536 -1.6001
H: 6.0488 1.0653 1.2822
H: 10.4803 2.3514 3.3183
H: -1.8408 -4.7436 7.0572
H: -1.8938 -1.0772 -6.7708
H: -8.2310 -1.3380 -3.1186
H: 1.7187 2.9581 7.3372
H: -2.1443 0.5650 -7.4206
H: -3.0180 -5.6899 -3.4040
H: -5.7498 2.7070 -0.3072
H: 4.3868 -1.7577 -6.4785
H: 1.4648 -0.3690 -2.4585
H: -3.0627 1.7930 -4.7353
H: -0.6504 -0.3244 -7.7930
H: 2.6010 -0.0046 -3.7689
H: -9.4020 -1.4124 -1.8405
H: -2.3024 -0.6757 -2.0974
H: 5.0888 -1.0287 -5.0797
H: -2.6261 5.9727 7.1097
H: -1.2607 6.9548 4.2742
H: 5.2737 -3.7471 -1.2025